12
Properties=species:S:1:pos:R:3:forces:R:3 method="wB97M-V/def2-TZVPD" smiles="CC1=C[C@@H]1P" spin_multiplicity=1 max_force_ha_per_bohr=0.0723 e_above_lowest_kj_mol=355.56 e_homo_ev=-8.25 homo_lumo_gap_ha=0.3400 e_lumo_ev=1.0
C 1.00702 -0.74485 1.14281 -0.489 2.673 -0.998
C 0.46893 -0.59399 -0.00548 -0.295 -1.492 -1.636
C 0.35673 0.80386 0.42128 0.068 -2.354 2.877
C -0.06560 -1.28893 -1.27418 0.311 1.263 0.888
P -1.06883 1.54396 1.27827 -1.190 -0.441 -1.897
H 1.62046 -1.03904 1.94574 0.127 -0.360 0.581
H 1.02714 1.60464 0.34100 1.744 0.289 -0.949
H 0.78065 -1.65435 -1.93206 -1.160 0.242 0.785
H -0.51040 -0.33761 -1.68486 -0.175 -1.651 -0.578
H -0.81925 -2.08445 -0.97335 0.968 1.013 -0.768
H -2.06193 1.07828 0.21891 0.760 0.653 1.263
H -0.73492 2.71248 0.52191 -0.669 0.165 0.431

13
Properties=species:S:1:pos:R:3:forces:R:3 method="wB97M-V/def2-TZVPD" spin_multiplicity=1 max_force_ha_per_bohr=0.0999 e_above_lowest_kj_mol=241.91 e_homo_ev=-9.04 homo_lumo_gap_ha=0.3661 e_lumo_ev=0.9
C -0.10068 -0.95150 0.30301 0.541 -1.456 -4.174
C 0.97315 -0.08960 0.70965 0.787 0.873 3.491
C 0.31454 1.13214 0.09899 1.006 4.388 2.470
C -0.65379 0.21511 -0.59385 -1.846 -0.329 0.178
P 2.08871 0.78428 -0.42895 -0.366 -0.036 -0.316
S -2.39735 0.62230 -0.04306 0.614 -0.153 -0.750
H 0.32821 -1.84346 -0.17178 -0.827 -0.234 -0.251
H -0.85842 -1.19651 0.96886 -0.679 -0.610 1.660
H 1.38223 -0.26839 1.71804 -0.185 0.639 -0.389
H -0.01324 2.27536 0.71999 0.989 -3.887 -2.211
H -0.65940 0.10074 -1.68878 0.165 0.208 0.453
H 2.61750 1.28662 0.79077 0.236 0.522 -0.457
H -2.31758 -0.25193 0.95226 -0.435 0.076 0.296

13
Properties=species:S:1:pos:R:3:forces:R:3 method="wB97M-V/def2-TZVPD" spin_multiplicity=1 max_force_ha_per_bohr=0.0962 e_above_lowest_kj_mol=189.93 e_homo_ev=-8.45 homo_lumo_gap_ha=0.3141 e_lumo_ev=0.1
C 0.37694 1.56314 0.18024 0.518 -1.823 1.249
C 1.69109 -0.25357 -0.83545 2.863 -0.633 -1.475
C -0.50049 0.59592 0.36198 -2.603 -0.020 -0.623
C -0.34498 -0.85050 0.79896 -3.901 1.354 2.721
P 2.07022 0.94898 0.25000 0.005 0.205 -1.033
S -2.24690 0.91513 -0.13060 0.608 0.197 0.207
H 0.05976 2.44441 -0.26568 -0.188 1.806 -0.337
H 2.65494 -0.77002 -1.20645 -1.891 0.099 0.484
H 0.69763 -0.47406 -1.30519 1.515 0.274 0.272
H -0.64679 -1.58523 0.06485 0.411 -0.066 -0.247
H -1.17124 -0.94102 1.65198 1.361 -0.076 -1.598
H 0.54604 -1.01008 1.32816 1.232 -0.592 0.137
H -2.10970 2.21260 -0.54403 0.069 -0.725 0.243

12
Properties=species:S:1:pos:R:3:forces:R:3 method="wB97M-V/def2-TZVPD" smiles="C=CCC" spin_multiplicity=1 max_force_ha_per_bohr=0.0642 e_above_lowest_kj_mol=73.69 e_homo_ev=-9.61 homo_lumo_gap_ha=0.4010 e_lumo_ev=1.3
C -1.24701 -0.69893 -1.17298 2.285 -1.143 0.010
C -0.68943 -0.13105 0.11904 -1.277 1.173 2.527
C 0.64908 0.59962 0.08787 -0.786 -0.634 -0.237
C 1.49688 0.38846 1.05415 2.018 -1.375 2.222
H -0.55962 -1.55964 -1.56014 -1.166 1.494 0.673
H -1.15178 0.11817 -1.84679 -0.434 0.377 -1.207
H -2.24519 -1.08552 -1.09457 -0.472 0.043 0.041
H -1.37083 0.65780 0.65722 0.497 -1.145 -1.576
H -0.72395 -0.89514 0.94287 0.699 0.411 -0.823
H 0.94808 1.37001 -0.62331 -0.633 -0.309 -0.351
H 1.33899 -0.36777 1.87906 -0.144 0.829 -1.080
H 2.50714 0.81350 1.11725 -0.587 0.280 -0.200

23
Properties=species:S:1:pos:R:3:forces:R:3 method="wB97M-V/def2-TZVPD" spin_multiplicity=1 max_force_ha_per_bohr=0.0273 e_above_lowest_kj_mol=252.31 e_homo_ev="-8.25 / -8.32" homo_lumo_gap_ha="0.1556 / 0.1601" e_lumo_ev="-4.0 / -4.0"
Pd 0.63208 -0.08008 1.41036 -0.496 -0.645 -0.440
S 0.59775 0.91713 3.51513 0.319 -0.109 0.219
Sb -1.38159 1.68605 2.50527 -0.057 1.149 0.806
S -0.62235 -0.46832 -0.47645 0.173 0.280 -0.323
S -2.09144 0.60885 0.02858 0.166 0.102 -0.340
S -0.69326 3.66087 1.52385 -0.441 -0.836 -0.343
S 1.90704 1.18631 -0.16088 -0.301 -0.317 0.379
C 2.61821 -0.36973 0.13139 0.732 0.275 -0.328
N 2.58909 -1.41022 -0.69755 -0.212 -0.044 0.106
C 3.08693 -2.67521 -0.14375 -0.023 -0.040 0.003
C 4.15547 -2.28531 0.87289 -0.004 -0.037 -0.035
S 3.67536 -0.63965 1.47361 -0.058 0.050 0.069
H 1.90299 -1.41236 -1.43914 0.126 0.043 -0.115
H 3.50311 -3.28215 -0.94510 -0.010 -0.016 0.007
H 2.27280 -3.22085 0.34019 -0.015 0.051 0.018
H 5.14238 -2.21050 0.41973 0.008 -0.006 0.025
H 4.16927 -2.96961 1.71834 -0.013 -0.015 -0.014
B 1.67938 -3.64723 3.38642 -0.135 0.140 -0.030
C 0.65392 -2.69645 2.64327 0.246 -0.327 -0.219
N -0.01820 -2.02979 1.96525 -0.016 0.297 0.602
H 1.14645 -4.12455 4.35444 0.027 -0.038 -0.014
H 2.01667 -4.47848 2.56387 -0.011 0.018 -0.009
H 2.60807 -2.92450 3.69638 -0.005 0.025 -0.027

16
Properties=species:S:1:pos:R:3:forces:R:3 method="wB97M-V/def2-TZVPD" spin_multiplicity=1 max_force_ha_per_bohr=0.0828 e_above_lowest_kj_mol=259.31 e_homo_ev=-8.42 homo_lumo_gap_ha=0.3405 e_lumo_ev=0.8
C 0.61940 0.70357 1.44477 1.392 -1.406 2.297
C 1.70268 -0.50844 -0.47255 1.513 0.832 -0.130
C 1.58292 -1.75912 0.25873 1.132 -0.197 4.100
C -1.97041 1.50217 -0.75649 3.331 -1.896 -0.658
N -0.20908 1.20281 0.80273 -0.894 0.955 -0.791
N 1.10549 -0.25633 -1.49697 -2.571 1.118 -2.072
N -0.72242 1.88609 -0.06732 -0.219 0.935 -0.616
Br 3.37294 0.47531 -0.06016 0.303 0.338 0.206
H 1.01702 0.54785 2.44567 -0.489 0.197 -0.553
H 1.90543 -2.49609 -0.45883 0.022 -0.795 0.296
H 0.58395 -1.93565 0.73243 0.663 0.065 -1.064
H 2.30409 -1.65347 1.22022 -1.451 -0.811 -2.413
H -1.82479 0.39310 -1.03790 -0.699 1.672 -0.084
H -2.76819 1.61854 -0.10251 -1.836 0.363 0.816
H -1.90322 2.20287 -1.59442 -0.929 -0.582 -0.048
H 1.12465 0.62632 -2.03295 0.733 -0.788 0.713

What did the fourth record say?
12
Properties=species:S:1:pos:R:3:forces:R:3 method="wB97M-V/def2-TZVPD" smiles="C=CCC" spin_multiplicity=1 max_force_ha_per_bohr=0.0642 e_above_lowest_kj_mol=73.69 e_homo_ev=-9.61 homo_lumo_gap_ha=0.4010 e_lumo_ev=1.3
C -1.24701 -0.69893 -1.17298 2.285 -1.143 0.010
C -0.68943 -0.13105 0.11904 -1.277 1.173 2.527
C 0.64908 0.59962 0.08787 -0.786 -0.634 -0.237
C 1.49688 0.38846 1.05415 2.018 -1.375 2.222
H -0.55962 -1.55964 -1.56014 -1.166 1.494 0.673
H -1.15178 0.11817 -1.84679 -0.434 0.377 -1.207
H -2.24519 -1.08552 -1.09457 -0.472 0.043 0.041
H -1.37083 0.65780 0.65722 0.497 -1.145 -1.576
H -0.72395 -0.89514 0.94287 0.699 0.411 -0.823
H 0.94808 1.37001 -0.62331 -0.633 -0.309 -0.351
H 1.33899 -0.36777 1.87906 -0.144 0.829 -1.080
H 2.50714 0.81350 1.11725 -0.587 0.280 -0.200